C48H36Cl5N13PPbS | ωB97M-V with the def2-TZVPD basis set

Last column: Löwdin charge in e.
Cartesian coordinates (Å):
Pb1 -0.330 0.118 -0.063  1.178
C1 -6.527 -0.624 -3.017  -0.095
C2 -6.522 0.777 -3.055  -0.094
C3 -5.390 1.498 -2.708  -0.020
C4 -4.267 0.790 -2.303  -0.129
C5 -2.940 1.207 -1.857  -0.331
N1 -2.225 0.110 -1.528  0.039
C6 -2.940 -1.010 -1.812  -0.295
N2 -2.544 -2.281 -1.809  0.196
C7 -1.272 -2.661 -1.721  -0.303
C8 -0.832 -4.050 -1.900  -0.101
C9 -1.513 -5.242 -2.102  -0.023
C10 -0.764 -6.396 -2.284  -0.095
C11 0.635 -6.358 -2.274  -0.095
C12 1.317 -5.165 -2.081  -0.028
C13 0.567 -4.014 -1.890  -0.113
C14 0.937 -2.608 -1.684  -0.314
N3 2.201 -2.191 -1.693  0.185
C15 2.576 -0.920 -1.598  -0.325
N4 1.811 0.176 -1.355  0.039
C16 2.562 1.286 -1.461  -0.291
N5 2.155 2.558 -1.411  0.191
C17 0.882 2.916 -1.398  -0.312
N6 -0.218 2.125 -1.404  0.039
C18 -1.325 2.887 -1.593  -0.289
N7 -2.563 2.486 -1.817  0.203
C19 -0.933 4.303 -1.604  -0.099
C20 -1.661 5.480 -1.674  -0.016
C21 -0.964 6.677 -1.598  -0.090
C22 0.429 6.695 -1.475  -0.089
C23 1.158 5.515 -1.420  -0.016
C24 0.456 4.322 -1.475  -0.102
C25 3.957 0.903 -1.710  -0.105
C26 5.124 1.638 -1.864  -0.022
C27 6.300 0.942 -2.105  -0.095
C28 6.306 -0.454 -2.199  -0.094
C29 5.137 -1.187 -2.056  -0.028
C30 3.963 -0.492 -1.804  -0.115
N8 -0.190 -1.873 -1.562  0.040
C31 -4.274 -0.609 -2.258  -0.117
C32 -5.401 -1.333 -2.627  -0.034
H1 -7.426 -1.160 -3.296  0.093
H2 -7.418 1.302 -3.361  0.093
H3 -5.373 2.580 -2.740  0.111
H4 -2.596 -5.262 -2.119  0.107
H5 -1.266 -7.342 -2.444  0.093
H6 1.192 -7.275 -2.423  0.094
H7 2.399 -5.119 -2.086  0.108
H8 -2.739 5.456 -1.775  0.110
H9 -1.505 7.615 -1.627  0.095
H10 0.947 7.645 -1.417  0.095
H11 2.236 5.515 -1.320  0.110
H12 5.106 2.718 -1.791  0.108
H13 7.229 1.486 -2.224  0.093
H14 7.241 -0.969 -2.384  0.094
H15 5.131 -2.267 -2.138  0.108
H16 -5.391 -2.416 -2.606  0.107
Cl1 -4.094 1.420 1.140  0.749
C33 -2.774 2.218 1.999  -0.669
C34 -1.471 1.927 1.641  -0.279
C35 -0.509 2.598 2.372  -0.689
Cl2 1.190 2.299 1.987  0.624
C36 -0.784 3.504 3.392  -0.709
Cl3 0.481 4.315 4.252  0.644
C37 -2.114 3.753 3.725  -0.715
Cl4 -2.504 4.846 5.005  0.644
C38 -3.124 3.101 3.022  -0.701
Cl5 -4.783 3.394 3.445  0.651
C39 -4.391 -2.969 0.897  -0.051
N9 -4.352 -2.025 1.986  -0.153
C40 -5.555 -1.331 2.425  -0.133
C41 -5.034 -0.366 3.504  -0.177
N10 -3.592 -0.584 3.457  0.008
C42 -3.236 -1.480 2.507  -0.825
S1 -1.656 -1.861 2.119  0.620
H17 -5.069 -3.790 1.141  0.089
H18 -3.388 -3.359 0.740  0.048
H19 -4.718 -2.485 -0.028  0.073
H20 -6.287 -2.041 2.814  0.117
H21 -6.006 -0.796 1.583  0.107
H22 -5.421 -0.614 4.493  0.111
H23 -5.283 0.669 3.277  0.037
H24 -2.947 0.155 3.688  0.117
C43 3.945 -2.198 4.047  -0.207
N11 2.516 -2.156 4.338  -0.156
C44 1.980 -3.515 4.292  -0.197
N12 2.262 -4.222 3.044  -0.154
C45 3.701 -4.197 2.804  -0.207
N13 4.277 -2.855 2.785  -0.157
C46 3.790 -2.084 1.634  -0.327
P1 1.934 -1.823 1.603  0.970
C47 1.811 -1.281 3.392  -0.343
C48 1.529 -3.628 1.920  -0.331
H25 4.442 -2.747 4.852  0.119
H26 4.329 -1.176 4.026  0.122
H27 0.898 -3.467 4.430  0.124
H28 2.424 -4.085 5.113  0.119
H29 3.906 -4.684 1.847  0.122
H30 4.190 -4.762 3.602  0.119
H31 4.070 -2.605 0.715  0.075
H32 4.286 -1.110 1.627  0.086
H33 0.756 -1.235 3.664  0.047
H34 2.222 -0.272 3.470  0.065
H35 1.761 -4.191 1.012  0.078
H36 0.458 -3.721 2.105  0.039

## Properties
Relative energy (zero: lowest compared OMol25 entry of this formula, charge and spin)   1.49 kcal/mol
HOMO (alpha / beta)   -3.90 / -3.89 eV
Gap between HOMO and LUMO (alpha / beta)   5.0 / 5.0 eV
Multiplicity   1
Total charge   -1

=====

C20H15I2N3O4S5Ta | ωB97M-V with the def2-TZVPD basis set

Last column: natural (NBO) charge in e.
Cartesian coordinates (Å):
Ta1 -1.171 -0.841 -0.553  1.830
I1 -6.092 0.711 -0.973  0.278
C1 -4.417 1.869 -0.708  -0.203
C2 -4.512 3.294 -0.629  -0.220
C3 -3.410 4.086 -0.461  -0.172
I2 -3.657 6.138 -0.377  0.240
C4 -2.106 3.506 -0.347  -0.044
C5 -0.887 4.189 -0.157  -0.070
C6 0.281 3.478 -0.062  -0.256
C7 0.256 2.082 -0.154  0.131
N1 -0.861 1.393 -0.326  -0.549
C8 -2.028 2.116 -0.424  0.105
C9 -3.177 1.334 -0.609  0.291
O1 -2.853 0.011 -0.649  -0.736
H1 -5.492 3.744 -0.704  0.252
H2 -0.881 5.269 -0.084  0.250
H3 1.228 3.976 0.085  0.250
H4 1.177 1.525 -0.070  0.210
S1 -6.696 -4.776 -0.714  0.096
C10 -5.285 -3.998 -0.660  -0.588
S2 -4.327 -3.659 -2.078  0.504
C11 -2.917 -3.055 -1.251  -0.406
C12 -2.975 -3.026 0.108  -0.413
S3 -1.709 -2.395 1.116  0.111
S4 -4.452 -3.607 0.828  0.500
S5 -1.580 -2.479 -2.195  0.089
C13 3.036 -3.319 -0.217  -0.626
C14 3.372 -2.432 0.974  -0.365
C15 2.958 -0.929 0.870  -0.269
C16 3.482 -0.170 2.096  -0.373
C17 3.083 1.299 2.143  -0.625
C18 3.612 -0.350 -0.394  0.716
O2 4.780 -0.087 -0.440  -0.522
N2 2.816 -0.133 -1.539  -0.655
C19 1.481 -0.374 -1.603  0.813
O3 0.732 -0.125 -2.541  -0.593
N3 0.893 -0.878 -0.471  -0.849
C20 1.455 -0.890 0.790  0.750
O4 0.672 -0.899 1.724  -0.572
H5 3.410 -4.326 -0.039  0.243
H6 3.503 -2.967 -1.140  0.210
H7 1.962 -3.405 -0.388  0.206
H8 4.449 -2.423 1.146  0.237
H9 2.901 -2.814 1.882  0.228
H10 4.568 -0.256 2.072  0.241
H11 3.127 -0.695 2.984  0.231
H12 3.470 1.846 1.277  0.203
H13 3.496 1.781 3.028  0.242
H14 1.999 1.425 2.190  0.201
H15 3.282 0.238 -2.357  0.448

## Properties
Relative energy (zero: lowest compared OMol25 entry of this formula, charge and spin)   14.52 kcal/mol
HOMO   -10.88 eV
Gap between HOMO and LUMO   6.4 eV
Multiplicity   1
Total charge   +1

=====

C22H27N3O5S2 | ωB97M-V with the def2-TZVPD basis set

Last column: natural (NBO) charge in e.
Cartesian coordinates (Å):
C1 0.485 -8.972 -5.361  -0.258
O1 0.956 -7.882 -4.585  -0.507
C2 0.026 -7.231 -3.869  0.774
O2 -1.140 -7.539 -3.869  -0.587
C3 0.594 -6.104 -3.090  -0.148
C4 1.955 -5.803 -3.108  -0.182
C5 2.432 -4.745 -2.368  -0.167
C6 1.574 -3.952 -1.586  -0.107
C7 2.185 -2.866 -0.862  -0.092
C8 1.715 -1.906 -0.031  -0.276
S1 2.874 -0.738 0.606  0.417
C9 1.635 0.158 1.441  -0.069
S2 1.916 1.503 2.325  -0.118
N1 0.432 -0.444 1.275  -0.464
C10 -0.804 0.180 1.702  -0.222
C11 -1.466 0.892 0.512  -0.504
C12 -0.391 1.664 -0.253  0.684
O3 0.301 1.123 -1.098  -0.655
N2 -0.261 2.945 0.110  -0.648
C13 0.832 3.764 -0.367  -0.219
C14 0.635 5.205 0.087  -0.412
C15 0.595 5.317 1.614  -0.217
N3 -0.628 4.743 2.170  -0.472
C16 -0.462 4.276 3.540  -0.255
C17 -1.752 3.590 3.992  -0.070
O4 -2.858 4.456 3.909  -0.520
C18 -3.014 4.937 2.596  -0.072
C19 -1.756 5.660 2.112  -0.252
C20 0.377 -1.576 0.477  0.674
O5 -0.662 -2.170 0.301  -0.570
C21 0.209 -4.267 -1.576  -0.137
C22 -0.268 -5.326 -2.319  -0.166
H1 -0.264 -8.632 -6.078  0.195
H2 1.352 -9.378 -5.876  0.195
H3 0.032 -9.729 -4.716  0.194
H4 2.626 -6.402 -3.704  0.233
H5 3.488 -4.518 -2.390  0.209
H6 3.257 -2.805 -1.030  0.208
H7 -0.555 0.887 2.497  0.236
H8 -1.459 -0.605 2.087  0.235
H9 -1.888 0.142 -0.159  0.246
H10 -2.255 1.551 0.869  0.219
H11 -0.716 3.327 0.940  0.436
H12 1.782 3.377 0.025  0.197
H13 0.872 3.694 -1.458  0.215
H14 -0.287 5.599 -0.344  0.201
H15 1.465 5.807 -0.286  0.221
H16 1.441 4.758 2.022  0.208
H17 0.707 6.370 1.915  0.181
H18 0.363 3.561 3.573  0.224
H19 -0.239 5.111 4.225  0.175
H20 -1.678 3.284 5.036  0.201
H21 -1.931 2.702 3.365  0.155
H22 -3.866 5.619 2.618  0.199
H23 -3.236 4.101 1.914  0.160
H24 -1.904 5.992 1.084  0.208
H25 -1.581 6.545 2.748  0.176
H26 -0.473 -3.678 -0.987  0.252
H27 -1.319 -5.572 -2.315  0.237

## Properties
Relative energy (zero: lowest compared OMol25 entry of this formula, charge and spin)   1.14 kcal/mol
HOMO   -8.33 eV
Gap between HOMO and LUMO   7.3 eV
Multiplicity   1
SMILES   COC(=O)c1ccc(/C=C2/SC(=S)N(CCC(=O)NCCCN3CCOCC3)C2=O)cc1

=====

C18H17IrN2O8 | ωB97M-V with the def2-TZVPD basis set

Last column: natural (NBO) charge in e.
Cartesian coordinates (Å):
Ir1 0.162 -0.560 0.264  1.103
O1 3.982 -1.437 1.274  -0.599
C1 2.831 -1.086 1.385  0.769
O2 2.002 -1.197 0.363  -0.692
C2 2.337 -0.529 2.702  -0.282
C3 3.319 -0.354 3.665  -0.084
C4 2.984 0.090 4.927  -0.047
C5 1.679 0.362 5.283  -0.120
C6 0.697 0.211 4.329  -0.083
C7 0.986 -0.241 3.016  0.464
O3 -0.014 -0.419 2.196  -0.635
N1 -0.670 0.557 4.760  0.536
O4 -0.882 0.560 5.958  -0.387
O5 -1.493 0.843 3.918  -0.358
N2 4.041 0.277 5.930  0.538
O6 5.186 0.067 5.585  -0.374
O7 3.704 0.633 7.042  -0.383
H1 4.340 -0.591 3.403  0.281
H2 1.426 0.697 6.276  0.281
C8 0.548 1.377 -0.153  -0.721
H3 0.601 1.531 -1.233  0.182
H4 1.508 1.657 0.284  0.209
H5 -0.230 2.030 0.250  0.198
C9 -0.786 2.014 -6.399  -0.638
C10 -1.228 1.624 -5.019  0.065
C11 -0.576 0.612 -4.323  -0.226
C12 -0.954 0.251 -3.040  0.048
C13 -0.191 -0.860 -2.368  -0.599
C14 -2.043 0.925 -2.446  -0.162
C15 -2.483 0.597 -1.100  0.456
O8 -1.874 -0.144 -0.345  -0.589
C16 -2.723 1.947 -3.138  0.069
C17 -3.898 2.693 -2.560  -0.652
C18 -2.294 2.279 -4.414  -0.228
H6 -0.035 1.328 -6.787  0.223
H7 -0.356 3.018 -6.392  0.235
H8 -1.630 2.030 -7.089  0.231
H9 0.256 0.098 -4.789  0.217
H10 0.460 -1.360 -3.082  0.250
H11 -0.836 -1.602 -1.906  0.253
H12 0.534 -0.472 -1.608  0.190
H13 -3.439 1.007 -0.756  0.157
H14 -3.734 3.026 -1.537  0.227
H15 -4.800 2.077 -2.572  0.233
H16 -4.099 3.578 -3.160  0.230
H17 -2.805 3.070 -4.951  0.215

## Properties
Relative energy (zero: lowest compared OMol25 entry of this formula, charge and spin)   9.15 kcal/mol
HOMO   -8.75 eV
Gap between HOMO and LUMO   7.2 eV
Multiplicity   1